{
  "formula": "C4H10",
  "method": "the ωB97M-V functional and the def2-TZVPD basis",
  "spin_multiplicity": 2,
  "relative_energy_ev": 1.706,
  "charge": -1,
  "homo_lumo_gap_ha": [0.10355, 0.39194],
  "s_squared": 0.75,
  "max_force_ev_per_a": 4.02,
  "species": ["C", "C", "C", "C", "H", "H", "H", "H", "H", "H", "H", "H", "H", "H"],
  "xyz": [[1.488, -1.060, 0.091], [-1.742, 0.698, -0.130], [-0.296, 0.458, -0.561], [0.509, -0.093, 0.585], [1.461, -1.545, -0.940], [1.459, -1.894, 0.849], [2.459, -0.659, 0.007], [-2.254, 1.321, -0.943], [-1.727, 1.480, 0.852], [-2.331, -0.142, 0.273], [0.094, 1.525, -0.952], [-0.167, -0.290, -1.461], [1.150, 0.825, 0.921], [0.104, -0.643, 1.479]]
}

{
  "formula": "C5H8O3",
  "method": "the ωB97M-V functional and the def2-TZVPD basis",
  "relative_energy_ev": 7.033,
  "homo_lumo_gap_ha": [0.26752, 0.26738],
  "max_force_ev_per_a": 4.90,
  "species": ["C", "C", "C", "C", "C", "O", "O", "O", "H", "H", "H", "H", "H", "H", "H", "H"],
  "xyz": [[0.014, -0.797, -1.984], [0.423, -0.771, -0.648], [-1.222, -0.241, 0.565], [-1.153, 0.342, 1.948], [2.103, 0.866, -0.694], [0.917, -0.716, -2.876], [-2.367, -0.853, 0.356], [1.409, -0.156, 0.014], [-1.088, -1.109, -2.241], [-2.034, 0.034, 2.493], [-0.647, 1.275, 1.943], [-0.478, -0.386, 2.339], [3.121, 0.720, -0.443], [1.847, 1.919, -0.278], [2.046, 0.839, -1.699], [-2.890, -0.964, 1.204]]
}

{
  "formula": "C4H4O6S",
  "method": "the ωB97M-V functional and the def2-TZVPD basis",
  "relative_energy_ev": 0.000,
  "charge": -2,
  "homo_lumo_gap_ha": 0.28975,
  "max_force_ev_per_a": 3.69,
  "species": ["C", "C", "C", "C", "O", "O", "O", "O", "O", "O", "S", "H", "H", "H", "H"],
  "xyz": [[2.167, -0.392, -0.353], [0.897, -0.475, -0.747], [-0.149, 1.814, 0.062], [-0.203, 0.299, -0.242], [-1.162, 2.501, -0.001], [-2.460, -0.459, 1.042], [1.007, 2.142, 0.381], [-0.403, -0.222, 2.332], [-0.675, -2.091, 0.807], [-1.688, -0.215, -1.628], [-1.013, -0.689, 1.087], [2.919, -1.059, -0.755], [2.476, 0.320, 0.385], [0.600, -1.222, -1.471], [-2.313, -0.251, -0.900]]
}

{
  "formula": "C18H53HgO9",
  "method": "the ωB97M-V functional and the def2-TZVPD basis",
  "relative_energy_ev": 0.000,
  "charge": 1,
  "homo_lumo_gap_ha": 0.23497,
  "max_force_ev_per_a": 3.93,
  "species": ["Hg", "C", "C", "O", "H", "H", "H", "H", "H", "C", "C", "O", "H", "H", "H", "H", "H", "H", "C", "C", "O", "H", "H", "H", "H", "H", "H", "C", "C", "O", "H", "H", "H", "H", "H", "H", "C", "C", "O", "H", "H", "H", "H", "H", "H", "C", "C", "O", "H", "H", "H", "H", "H", "H", "C", "C", "O", "H", "H", "H", "H", "H", "H", "C", "C", "O", "H", "H", "H", "H", "H", "H", "C", "C", "O", "H", "H", "H", "H", "H", "H"],
  "xyz": [[1.022, 0.105, -3.140], [-2.182, -0.078, -0.526], [-0.732, -0.388, -0.348], [0.245, 0.430, -0.919], [-2.820, -0.757, 0.040], [-2.374, -0.239, -1.586], [-2.314, 0.935, -0.146], [-0.558, -1.428, -0.625], [-0.616, -0.451, 0.734], [-0.388, 4.698, 1.336], [-0.955, 3.463, 0.640], [0.042, 3.242, -0.359], [-1.026, 4.981, 2.173], [-0.281, 5.588, 0.715], [0.567, 4.505, 1.824], [-1.890, 3.623, 0.103], [-1.037, 2.604, 1.307], [0.082, 2.292, -0.493], [-2.430, -1.353, 3.379], [-1.917, 0.061, 3.733], [-2.490, 0.632, 4.903], [-3.480, -1.334, 3.087], [-2.241, -2.033, 4.209], [-1.782, -1.785, 2.617], [-2.095, 0.709, 2.875], [-0.832, 0.064, 3.840], [-2.150, 1.530, 4.917], [-4.432, 2.069, -2.434], [-4.495, 0.956, -3.437], [-3.383, 1.120, -4.356], [-4.446, 3.002, -2.998], [-3.464, 1.994, -1.938], [-5.220, 1.948, -1.691], [-5.460, 0.992, -3.943], [-4.433, -0.058, -3.040], [-3.602, 1.814, -4.981], [-1.928, -2.556, -3.522], [-1.496, -1.560, -4.572], [-1.162, -0.326, -3.969], [-1.214, -2.667, -2.705], [-2.095, -3.539, -3.962], [-2.923, -2.329, -3.140], [-2.254, -1.391, -5.337], [-0.663, -2.028, -5.096], [-1.890, 0.263, -4.184], [4.676, 1.546, -0.812], [3.373, 1.994, -1.449], [3.041, 1.116, -2.500], [4.853, 2.201, 0.041], [5.528, 1.665, -1.482], [4.529, 0.505, -0.524], [3.475, 3.003, -1.848], [2.637, 2.092, -0.652], [3.672, 1.259, -3.209], [2.902, 1.506, 3.432], [1.928, 1.439, 2.318], [2.257, 0.352, 1.425], [3.071, 0.542, 3.912], [2.604, 2.263, 4.158], [3.778, 1.952, 2.960], [1.836, 2.425, 1.861], [0.928, 1.233, 2.701], [1.606, 0.390, 0.721], [1.658, -3.909, -1.066], [2.313, -2.498, -1.326], [1.974, -1.988, -2.573], [1.963, -4.686, -1.767], [0.576, -3.828, -1.170], [1.900, -4.300, -0.077], [3.381, -2.703, -1.253], [2.004, -1.853, -0.504], [2.395, -2.587, -3.194], [1.119, -2.523, 2.892], [1.654, -3.018, 4.186], [2.262, -4.288, 4.048], [1.764, -2.607, 2.017], [0.929, -1.456, 3.004], [0.144, -2.970, 2.695], [0.954, -2.857, 5.006], [2.493, -2.355, 4.400], [3.011, -4.372, 4.642]]
}

{
  "formula": "C28H32CrN7O4",
  "method": "the ωB97M-V functional and the def2-TZVPD basis",
  "spin_multiplicity": 4,
  "relative_energy_ev": 0.509,
  "charge": 2,
  "homo_lumo_gap_ha": [0.30900, 0.31548],
  "s_squared": 3.78,
  "max_force_ev_per_a": 1.40,
  "species": ["Cr", "C", "C", "C", "C", "C", "C", "C", "N", "N", "C", "C", "C", "C", "C", "C", "N", "C", "C", "C", "C", "C", "C", "N", "H", "H", "H", "H", "H", "H", "H", "H", "H", "H", "H", "H", "H", "H", "H", "H", "H", "H", "H", "H", "N", "C", "C", "N", "H", "H", "H", "H", "H", "H", "H", "H", "O", "C", "O", "C", "C", "C", "C", "C", "C", "N", "O", "O", "H", "H", "H", "H"],
  "xyz": [[-0.295, 0.355, -0.859], [2.490, -0.507, -1.831], [2.163, 0.439, -2.987], [0.835, 0.210, -3.653], [0.812, 0.109, -5.042], [-0.386, -0.048, -5.713], [-1.543, -0.130, -4.951], [-1.437, -0.034, -3.579], [-0.285, 0.146, -2.916], [1.859, -0.148, -0.554], [2.469, 1.080, -0.006], [1.686, 2.324, -0.296], [2.136, 3.555, 0.166], [1.427, 4.697, -0.152], [0.328, 4.572, -0.992], [-0.060, 3.313, -1.396], [0.567, 2.195, -1.012], [2.114, -1.228, 0.409], [1.262, -2.446, 0.210], [1.338, -3.481, 1.140], [0.538, -4.595, 0.967], [-0.280, -4.649, -0.155], [-0.288, -3.571, -1.021], [0.445, -2.473, -0.834], [3.582, -0.522, -1.703], [2.161, -1.513, -2.095], [2.935, 0.297, -3.746], [2.221, 1.482, -2.666], [1.740, 0.175, -5.587], [-0.414, -0.105, -6.789], [-2.506, -0.256, -5.416], [-2.329, -0.091, -2.974], [3.492, 1.213, -0.393], [2.553, 0.995, 1.082], [3.026, 3.607, 0.772], [1.733, 5.661, 0.219], [-0.224, 5.438, -1.311], [-0.884, 3.192, -2.083], [1.901, -0.856, 1.414], [3.172, -1.523, 0.373], [1.987, -3.396, 1.996], [0.549, -5.397, 1.688], [-0.894, -5.513, -0.353], [-0.901, -3.574, -1.913], [-2.263, 1.407, -0.788], [-3.481, 0.626, -0.520], [-3.073, -0.546, 0.361], [-1.913, -1.194, -0.269], [-2.037, 1.945, 0.067], [-2.491, 2.100, -1.497], [-3.901, 0.253, -1.460], [-4.245, 1.237, -0.027], [-3.906, -1.245, 0.497], [-2.775, -0.176, 1.345], [-2.223, -1.742, -1.070], [-1.517, -1.857, 0.392], [-0.986, 2.385, 1.548], [-0.543, 1.295, 1.910], [-0.193, 0.404, 1.057], [-0.421, 0.843, 3.326], [-0.240, 1.689, 4.417], [-0.169, 1.158, 5.697], [-0.309, -0.207, 5.907], [-0.480, -1.045, 4.812], [-0.515, -0.528, 3.530], [-0.640, -2.481, 4.951], [-0.604, -3.121, 3.915], [-0.804, -2.935, 6.051], [-0.145, 2.751, 4.250], [-0.019, 1.812, 6.543], [-0.279, -0.628, 6.900], [-0.624, -1.202, 2.693]]
}

{
  "formula": "C22H52N5O2P2S",
  "method": "the ωB97M-V functional and the def2-TZVPD basis",
  "charge": 1,
  "homo_lumo_gap_ha": 0.32136,
  "max_force_ev_per_a": 1.97,
  "species": ["C", "C", "C", "C", "N", "N", "N", "C", "N", "P", "O", "O", "S", "N", "C", "P", "C", "C", "C", "C", "H", "H", "H", "H", "H", "H", "H", "H", "H", "H", "H", "H", "H", "H", "H", "H", "H", "H", "H", "H", "H", "H", "H", "H", "C", "C", "C", "C", "C", "C", "H", "H", "H", "H", "H", "H", "H", "H", "H", "H", "H", "H", "H", "H", "C", "C", "C", "C", "C", "C", "H", "H", "H", "H", "H", "H", "H", "H", "H", "H", "H", "H", "H", "H"],
  "xyz": [[-3.360, 5.662, 0.128], [-3.013, 6.282, 1.482], [-2.000, 5.455, 2.270], [-2.575, 4.111, 2.744], [-1.604, 2.980, 2.639], [-1.986, 2.022, 1.703], [-1.411, 1.928, 0.460], [-1.995, 0.875, -0.136], [-1.706, 0.406, -1.370], [-0.537, 0.927, -2.488], [0.553, 1.653, -1.582], [-1.171, 2.131, -3.293], [0.077, -0.534, -3.548], [-2.904, 0.345, 0.659], [-2.887, 1.049, 1.798], [-4.018, 0.496, 3.162], [-2.820, 0.010, 4.462], [-1.934, -1.149, 3.967], [-4.904, 1.954, 3.804], [-5.884, 2.555, 2.781], [-2.443, 5.518, -0.446], [-4.012, 6.325, -0.435], [-3.872, 4.706, 0.252], [-2.559, 7.257, 1.297], [-3.908, 6.464, 2.080], [-1.081, 5.320, 1.690], [-1.715, 6.021, 3.158], [-3.467, 3.840, 2.183], [-2.826, 4.194, 3.799], [-0.715, 3.351, 2.323], [-0.705, 2.577, 0.146], [-2.275, -0.371, -1.681], [0.695, 1.175, -0.752], [-1.455, 1.765, -4.148], [-3.405, -0.302, 5.324], [-2.185, 0.862, 4.710], [-1.741, -1.088, 2.894], [-0.972, -1.104, 4.471], [-2.410, -2.110, 4.144], [-4.269, 2.736, 4.223], [-5.466, 1.555, 4.651], [-6.111, 1.878, 1.960], [-6.831, 2.767, 3.277], [-5.536, 3.517, 2.407], [7.464, -0.966, -5.188], [6.892, -1.928, -4.150], [5.470, -2.389, -4.464], [4.427, -1.271, -4.508], [4.315, -0.447, -3.227], [3.888, -1.270, -2.015], [6.884, -0.043, -5.248], [8.489, -0.691, -4.939], [7.472, -1.424, -6.178], [6.929, -1.463, -3.160], [7.534, -2.810, -4.094], [5.170, -3.140, -3.728], [5.468, -2.900, -5.431], [3.450, -1.714, -4.730], [4.647, -0.598, -5.341], [3.581, 0.347, -3.392], [5.263, 0.054, -3.014], [2.923, -1.749, -2.198], [3.789, -0.634, -1.131], [4.612, -2.049, -1.774], [0.145, -3.898, 2.966], [1.085, -4.412, 1.879], [1.334, -3.378, 0.781], [0.088, -2.940, 0.007], [-0.679, -4.059, -0.692], [0.145, -4.776, -1.758], [-0.844, -3.671, 2.562], [0.013, -4.634, 3.759], [0.547, -2.987, 3.416], [0.688, -5.337, 1.455], [2.045, -4.672, 2.329], [2.079, -3.765, 0.082], [1.786, -2.490, 1.237], [0.392, -2.201, -0.744], [-0.595, -2.415, 0.688], [-1.568, -3.629, -1.163], [-1.045, -4.782, 0.041], [0.488, -4.073, -2.520], [-0.448, -5.544, -2.255], [1.020, -5.265, -1.330]]
}

{
  "formula": "C13H30LaN4O7",
  "method": "the ωB97M-V functional and the def2-TZVPD basis",
  "relative_energy_ev": 11.493,
  "charge": 1,
  "homo_lumo_gap_ha": [0.21818, 0.21587],
  "max_force_ev_per_a": 16.39,
  "species": ["O", "H", "La", "N", "N", "N", "N", "O", "O", "O", "O", "C", "C", "C", "C", "C", "H", "H", "H", "C", "H", "H", "H", "C", "C", "H", "H", "H", "H", "H", "H", "H", "H", "C", "H", "H", "H", "O", "H", "H", "C", "C", "O", "C", "C", "H", "H", "H", "H", "H", "H", "H", "H", "H", "H"],
  "xyz": [[3.006, -4.353, 1.434], [3.941, -4.566, 1.345], [0.435, 0.103, 0.736], [-1.033, 0.679, 1.883], [-0.426, -1.630, 0.994], [0.938, 1.915, 0.148], [1.779, -0.414, -0.599], [-1.253, 1.945, 2.440], [0.470, 3.165, 0.599], [2.149, -1.702, -1.036], [-0.252, -2.772, 0.201], [-1.640, -1.577, 1.742], [-1.957, -0.353, 2.224], [1.810, 1.942, -0.793], [2.256, 0.564, -1.276], [-3.176, 0.023, 3.062], [-3.742, 0.807, 2.558], [-2.859, 0.406, 4.032], [-3.855, -0.808, 3.237], [-2.429, -2.871, 1.921], [-1.781, -3.643, 2.338], [-2.790, -3.221, 0.954], [-3.287, -2.771, 2.581], [2.381, 3.196, -1.464], [3.214, 0.462, -2.469], [2.323, 4.070, -0.816], [1.829, 3.427, -2.375], [3.433, 3.079, -1.720], [3.138, -0.500, -2.974], [4.247, 0.581, -2.142], [3.003, 1.216, -3.227], [-0.179, 2.927, 1.276], [1.858, -2.267, -0.294], [2.894, -3.133, 2.063], [1.932, -2.952, 2.520], [3.344, -2.320, 1.510], [3.541, -3.198, 2.938], [1.586, 0.790, 2.661], [1.711, 1.215, 1.756], [0.596, 0.659, 2.748], [-2.584, 1.942, -0.853], [-2.457, 0.423, -0.990], [-1.137, -0.055, -1.247], [-0.586, 0.441, -2.466], [-1.467, 0.239, -3.709], [-1.942, 2.313, -0.040], [-3.637, 2.198, -0.611], [-2.317, 2.461, -1.795], [-3.166, 0.041, -1.755], [-2.840, -0.050, -0.078], [-0.303, 1.508, -2.376], [0.309, -0.163, -2.696], [-2.390, 0.853, -3.667], [-0.905, 0.563, -4.610], [-1.734, -0.833, -3.819]]
}

{
  "formula": "CH6S2Si",
  "method": "the ωB97M-V functional and the def2-TZVPD basis",
  "relative_energy_ev": 0.025,
  "smiles": "SC[SiH2]S",
  "homo_lumo_gap_ha": 0.35813,
  "max_force_ev_per_a": 2.30,
  "species": ["C", "Si", "S", "S", "H", "H", "H", "H", "H", "H"],
  "xyz": [[-0.257, -0.863, 0.002], [0.096, 1.006, -0.136], [2.209, 1.289, 0.411], [-1.897, -1.572, -0.343], [-0.164, -1.153, 1.117], [0.484, -1.573, -0.507], [-0.207, 1.815, -1.285], [-0.533, 1.657, 0.944], [2.291, 0.194, 1.293], [-2.471, -0.874, 0.578]]
}

- Number 4 is which compound?
  C18H53HgO9